One molecule with the formula C5H14N2, computed with wB97M-V/def2-TZVPD.

Each atom is followed by the atoms it is bonded to, with distances in Å.
Cartesian coordinates (Å):
1 C -1.86716 0.79046 0.77910  N2 1.491, H8 1.080, H9 1.080, H10 1.121
2 N -0.41366 1.05551 0.58231  C1 1.491, C3 1.461, C4 1.526
3 C -0.12965 2.39125 1.10212  N2 1.461, H11 1.175, H12 1.114, H13 1.230
4 C 0.23874 0.78946 -0.77121  N2 1.526, C5 1.538, H14 1.051, H15 1.138
5 C 0.15005 -0.71398 -1.08302  C4 1.538, N6 1.476, H16 1.061, H17 1.218
6 N 0.91951 -1.46604 -0.07269  C5 1.476, C7 1.432, H18 0.972
7 C 1.29793 -2.79863 -0.43446  N6 1.432, H19 1.199, H20 1.059, H21 1.160
8 H -2.09279 -0.14420 0.28668  C1 1.080
9 H -1.98128 0.94702 1.84135  C1 1.080
10 H -2.40659 1.54803 0.15390  C1 1.121
11 H -0.00453 2.21966 2.25733  C3 1.175
12 H -1.01564 3.06461 1.04528  C3 1.114
13 H 0.60254 2.88058 0.24396  C3 1.230
14 H 1.23240 1.12775 -0.71026  C4 1.051
15 H -0.33178 1.28945 -1.61997  C4 1.138
16 H -0.79220 -1.17187 -1.25295  C5 1.061
17 H 0.56356 -0.67601 -2.22789  C5 1.218
18 H 0.32739 -1.47895 0.69863  N6 0.972
19 H 0.29595 -3.39675 -0.70798  C7 1.199
20 H 1.91866 -3.35006 0.22210  C7 1.059
21 H 2.00396 -2.73695 -1.35272  C7 1.160

HOMO level   -8.2 eV
Relative energy (zero: lowest compared OMol25 entry of this formula, charge and spin)   3.2729 eV
HOMO-LUMO gap   9.2566 eV
Spin multiplicity   1

Mulliken population analysis, charges in e, atoms 1 to 5: atom 1 (C): -1.056, atom 2 (N): 0.034, atom 3 (C): -0.834, atom 4 (C): -0.733, atom 5 (C): -0.691

One molecule with the formula C5H14N2, computed with wB97M-V/def2-TZVPD.

Each atom is followed by the atoms it is bonded to, with distances in Å.
Cartesian coordinates (Å):
1 C -1.54209 -0.04429 0.59046  C2 1.543, H8 1.131, H9 1.086, H10 1.147
2 C -0.08475 -0.12620 0.09106  C1 1.543, C3 1.505, N5 1.504, H11 1.188
3 C 0.60572 -1.29349 0.74376  C2 1.505, C4 1.603, H12 1.168, H13 1.092
4 C -0.26155 -2.64062 0.68151  C3 1.603, H14 1.136, H15 1.144, H16 1.130
5 N 0.56060 1.21894 0.28492  C2 1.504, C6 1.397, H17 0.969
6 C 0.26354 2.14912 -0.71358  N5 1.397, N7 1.557, H18 1.018, H19 1.010
7 N 1.05231 1.89379 -2.03096  C6 1.557, H20 1.009, H21 1.041
8 H -1.62595 -0.09294 1.71721  C1 1.131
9 H -2.05209 -0.79160 -0.01088  C1 1.086
10 H -2.06009 0.94218 0.31615  C1 1.147
11 H -0.12223 -0.37460 -1.07006  C2 1.188
12 H 1.68504 -1.46452 0.33162  C3 1.168
13 H 0.70846 -1.14245 1.82072  C3 1.092
14 H -1.27553 -2.49962 1.17476  C4 1.136
15 H 0.22963 -3.51387 1.23414  C4 1.144
16 H -0.32753 -2.90572 -0.41516  C4 1.130
17 H 1.46167 1.21669 0.64039  N5 0.969
18 H 0.40953 3.09401 -0.36502  C6 1.018
19 H -0.70607 2.10920 -0.99306  C6 1.010
20 H 1.23325 2.73114 -2.56437  N7 1.009
21 H 1.84812 1.53487 -1.46362  N7 1.041

HOMO level   -8.7 eV
Relative energy (zero: lowest compared OMol25 entry of this formula, charge and spin)   1.9512 eV
HOMO-LUMO gap   9.8222 eV
Spin multiplicity   1

Mulliken population analysis, charges in e, atoms 1 to 5: atom 1 (C): -1.351, atom 2 (C): 0.582, atom 3 (C): -0.592, atom 4 (C): -1.113, atom 5 (N): -0.376

One molecule with the formula C5H14N2, computed with wB97M-V/def2-TZVPD.

Each atom is followed by the atoms it is bonded to, with distances in Å.
Cartesian coordinates (Å):
1 N -3.07473 -0.53129 0.48649  C2 1.462, H8 1.013, H9 0.993
2 C -2.42558 -0.13739 -0.76293  N1 1.462, C3 1.528, H10 1.082, H11 1.094
3 C -1.10361 0.60509 -0.57124  C2 1.528, N4 1.452, H12 1.105, H13 1.098
4 N 0.04014 -0.26639 -0.37160  C3 1.452, C6 1.425, H14 1.000
5 C 1.62615 1.09904 0.95532  C6 1.558, H15 1.092, H16 1.099, H17 1.087
6 C 1.40131 0.13814 -0.25079  N4 1.425, C5 1.558, C7 1.533, H18 1.103
7 C 2.28315 -1.10441 -0.07846  C6 1.533, H19 1.083, H20 1.093, H21 1.090
8 H -2.97112 0.22651 1.15083  N1 1.013
9 H -2.73076 -1.39824 0.82760  N1 0.993
10 H -3.06118 0.42405 -1.43478  C2 1.082
11 H -2.13435 -1.02600 -1.33086  C2 1.094
12 H -0.86741 1.14159 -1.50840  C3 1.105
13 H -1.11079 1.36831 0.21808  C3 1.098
14 H -0.11029 -1.23819 -0.19063  N4 1.000
15 H 2.65344 1.45647 1.05597  C5 1.092
16 H 1.44491 0.56532 1.89925  C5 1.099
17 H 0.94282 1.94390 0.92419  C5 1.087
18 H 1.74392 0.78733 -1.07364  C6 1.103
19 H 2.25898 -1.72837 -0.96386  C7 1.083
20 H 1.91505 -1.57486 0.83632  C7 1.093
21 H 3.27993 -0.75061 0.18313  C7 1.090

HOMO level   -8.1 eV
Relative energy (zero: lowest compared OMol25 entry of this formula, charge and spin)   1.0060 eV
HOMO-LUMO gap   9.2354 eV
Spin multiplicity   1

Mulliken population analysis, charges in e, atoms 1 to 5: atom 1 (N): -0.520, atom 2 (C): -0.823, atom 3 (C): -0.383, atom 4 (N): -0.157, atom 5 (C): -1.463

A 2-piece molecular cluster, C5H14N2 overall, computed with wB97M-V/def2-TZVPD.

Each atom is followed by the atoms it is bonded to, with distances in Å.
Cartesian coordinates (Å):
1 C 0.39321 0.51831 0.31942  N2 1.479, C5 1.521, H8 1.101, H9 1.101
2 N -0.23711 0.34590 -1.00715  C1 1.479, C3 1.465, C4 1.459
3 C -1.68575 0.55974 -0.97227  N2 1.465, H10 1.100, H11 1.090, H12 1.110
4 C 0.35831 1.23833 -1.99533  N2 1.459, H13 1.087, H14 1.087, H15 1.089
5 C 0.08003 -0.57832 1.32530  C1 1.521, C6 1.531, N7 1.467, H16 1.097
6 C 0.34598 -1.96849 0.74272  C5 1.531, H17 1.097, H18 1.103, H19 1.126
7 N 0.88901 -0.22956 2.49840  C5 1.467, H20 1.016
8 H 0.06154 1.45932 0.78378  C1 1.101
9 H 1.45494 0.67574 0.07588  C1 1.101
10 H -2.12750 0.38987 -1.96565  C3 1.100
11 H -2.14970 -0.13215 -0.26913  C3 1.090
12 H -1.92146 1.61111 -0.70660  C3 1.110
13 H 0.00907 0.94798 -2.98262  C4 1.087
14 H 1.44092 1.14378 -2.01050  C4 1.087
15 H 0.08691 2.27342 -1.79112  C4 1.089
16 H -0.98681 -0.50179 1.57090  C5 1.097
17 H 1.37493 -1.98626 0.36293  C6 1.097
18 H 0.28486 -2.74714 1.52154  C6 1.103
19 H -0.34760 -2.15343 -0.12544  C6 1.126
20 H 0.65411 -0.82048 3.29143  N7 1.016
21 H 2.02212 -0.04589 1.33349  no bonds

HOMO level   -8.7 eV
Relative energy (zero: lowest compared OMol25 entry of this formula, charge and spin)   4.7142 eV
HOMO-LUMO gap   8.9096 eV
Spin multiplicity   1

Mulliken population analysis, charges in e, atoms 1 to 5: atom 1 (C): -0.683, atom 2 (N): -0.035, atom 3 (C): -1.026, atom 4 (C): -1.043, atom 5 (C): -0.036